Molecular formula: C4H3I
Method: DFT, ωB97M-V/def2-TZVPD

Atoms and positions in Å:
I: 3.542514 -0.151026 -0.030334
C: 1.014607 0.137867 -0.105893
C: 0.102004 1.089503 0.195774
C: -1.150086 0.248889 -0.204143
C: -0.046551 -0.738803 0.031915
H: -2.007823 0.394885 0.457396
H: -1.410931 0.381260 -1.167387
H: -0.043735 -1.362572 0.822669

Forces on atoms 1 to 2 (eV/Å):
-3.304 0.413 -0.109
2.948 0.523 -1.134

Calculated values
Net charge: 0
SMILES: IC1=C2C[C@@H]12

Molecular formula: C4H3I3
Method: DFT, ωB97M-V/def2-TZVPD

Atoms and positions in Å:
C: 0.325338 2.370984 -1.403354
C: -0.693153 2.769130 -0.923368
C: 1.709270 2.042932 -1.768212
C: -4.392953 1.785772 0.184679
I: -4.377182 1.018372 2.129087
I: -4.165901 0.394788 -1.366438
I: -2.429246 3.578713 -0.050152
H: 1.849561 0.950998 -2.086521
H: 2.428031 2.398167 -0.943395
H: 2.136254 2.614853 -2.671617

Forces on atoms 1 to 2 (eV/Å):
1.423 -0.010 -0.235
-2.242 1.156 1.074

Calculated values
Net charge: 0

It is found that the strongest force on any atom values, taken in the order of the records, are 3.60 2.74 eV Å⁻¹.
It is found that the energy above the lowest of the compared OMol25 structures with the same formula, charge and spin values, taken in the order of the records, are 329.4 369.2 kJ/mol.